Entry 1:
This record from the Open Molecules 2025 dataset describes C47H25Cl5N11PbS as an isolated structure. The level of theory is ωB97M-V with the def2-TZVPD basis set.

Max |F|   0.5 eV/Å
E   -5300.2916 a.u.
Charge   +1
Relative energy (zero: lowest compared OMol25 entry of this formula, charge and spin)   7.1 kJ/mol

```
90
Properties=species:S:1:pos:R:3:lowdin_charge:R:1
H -1.428 6.843 2.046 0.11
N 1.628 -2.734 1.251 0.23
C 0.480 5.879 2.088 -0.05
H 0.534 2.990 -4.733 0.04
H 4.859 1.572 -0.542 0.12
N -1.075 -2.215 -3.313 0.01
H -5.400 -2.484 -0.302 0.12
C 1.952 -0.418 -2.536 -0.37
C 2.558 0.704 -3.070 -0.71
Cl 1.821 -3.079 -2.149 0.71
H -2.254 -4.951 -5.751 0.12
H -3.380 -3.725 3.869 0.12
N -2.286 2.258 -0.449 0.23
C -4.879 1.089 -1.830 0.00
C -1.256 -3.069 -5.534 0.02
H -6.945 -1.599 -2.047 0.11
H 0.199 -5.316 5.635 0.11
C 3.673 0.629 -3.902 -0.72
C -1.738 -3.283 -2.870 -0.13
N -0.011 1.811 -0.092 0.07
C -1.836 -2.484 1.683 -0.23
C 0.846 -1.008 -6.031 -0.02
H -6.617 0.630 -2.999 0.11
Cl 4.364 2.052 -4.587 0.69
H 0.949 6.701 2.612 0.11
S -1.541 0.936 -3.616 0.61
H -4.726 2.074 -2.250 0.12
H -0.773 2.810 -5.916 0.09
N 2.172 1.880 0.857 0.24
C -5.931 0.273 -2.244 -0.05
C -0.147 -3.512 2.836 -0.10
C -4.038 0.586 -0.863 -0.12
H -2.703 -5.145 -3.291 0.11
C -2.308 -3.868 3.855 0.01
C 0.510 -4.207 3.825 0.01
C -1.655 -4.589 4.855 -0.05
H -1.067 -2.925 -6.589 0.12
H -2.567 4.981 0.842 0.12
C -4.220 -0.685 -0.326 -0.10
C 2.390 0.545 0.722 -0.28
C 2.166 -1.607 0.975 -0.29
C 3.666 -1.765 -3.626 -0.72
C 4.767 0.505 -0.388 0.01
C -0.438 0.333 -4.752 -0.72
Cl 4.372 -3.305 -3.926 0.70
C -1.516 4.926 1.090 0.01
N 1.548 -0.360 1.149 0.17
H -2.233 -5.024 5.659 0.11
C -0.752 3.832 0.750 -0.09
N -2.963 -1.941 1.445 0.24
C -0.275 -4.755 4.841 -0.05
C -2.816 1.119 -0.219 -0.31
C 3.521 -1.413 0.407 -0.12
H 4.383 -3.362 0.134 0.12
C 4.496 -2.295 -0.002 -0.01
C 1.043 2.415 0.608 -0.26
H 1.585 -4.326 3.816 0.12
C 5.754 -0.383 -0.813 -0.05
H 0.922 2.846 -6.463 0.10
H 6.409 -2.415 -0.966 0.11
C -1.925 -4.184 -5.063 -0.03
C 1.240 4.759 1.751 0.01
C 0.598 3.747 1.073 -0.09
N -2.311 0.172 0.692 0.15
C 2.529 -1.637 -2.833 -0.71
N -0.142 -0.970 -5.056 0.01
C -1.528 -3.347 2.847 -0.10
C 1.147 0.268 -6.335 -0.02
H 2.288 4.687 2.008 0.12
C 0.249 2.527 -5.673 -0.03
H 6.638 0.000 -1.306 0.11
C -1.066 2.565 0.052 -0.26
C 3.657 -0.041 0.221 -0.11
N 0.339 1.078 -5.562 -0.10
H 1.874 0.672 -7.016 0.14
Pb -0.188 -0.482 -1.379 1.26
C -0.869 5.961 1.766 -0.05
Cl 5.628 -0.736 -5.170 0.71
C -0.851 -2.118 -4.609 -0.28
H 1.265 -1.934 -6.379 0.14
C -5.256 -1.500 -0.728 0.00
N -0.659 -2.288 0.931 0.12
Cl 1.942 2.275 -2.647 0.73
H -1.897 -3.329 -1.797 0.11
C -3.105 -0.862 0.635 -0.29
C 5.624 -1.755 -0.621 -0.05
C 0.318 -2.794 1.626 -0.26
C 4.233 -0.618 -4.178 -0.72
C -2.179 -4.294 -3.701 -0.03
C -6.115 -0.995 -1.704 -0.05
```

Entry 2:
This record from the Open Molecules 2025 dataset describes a single CHN3OS molecule at a distorted geometry. The level of theory is ωB97M-V with the def2-TZVPD basis set.

Max |F|   6.2 eV/Å
E   -676.2315 a.u.
Relative energy (zero: lowest compared OMol25 entry of this formula, charge and spin)   479.3 kJ/mol

```
7
Properties=species:S:1:pos:R:3:lowdin_charge:R:1
N -1.327 0.768 -0.732 -0.07
S 1.043 -0.226 -0.567 0.86
N -0.435 0.448 -1.441 -0.13
H 0.701 -0.312 1.906 0.19
C 0.029 0.195 0.873 -0.36
O 1.047 -1.619 -0.722 -0.48
N -1.058 0.746 0.683 0.00
```

Entry 3:
This record from the Open Molecules 2025 dataset describes C9H23NO3 as an isolated structure at a distorted geometry. The level of theory is ωB97M-V with the def2-TZVPD basis set.

Max |F|   4.1 eV/Å
E   -637.0529 a.u.
Relative energy (zero: lowest compared OMol25 entry of this formula, charge and spin)   246.5 kJ/mol

```
36
Properties=species:S:1:pos:R:3:lowdin_charge:R:1
H -13.034 -22.092 -8.632 0.09
C -11.649 -17.999 -8.698 -0.43
H -14.409 -21.115 -10.419 0.08
O -11.719 -20.312 -4.249 -0.10
H -14.918 -16.876 -7.774 0.10
H -14.838 -19.440 -10.332 0.08
H -12.218 -19.606 -7.160 -0.05
C -12.689 -17.132 -7.904 -0.11
H -12.575 -17.330 -6.838 0.12
N -12.137 -19.386 -8.558 -0.20
H -12.675 -17.296 -10.611 0.07
H -14.689 -21.777 -8.133 0.10
H -11.240 -16.485 -10.261 0.08
C -14.176 -17.492 -8.282 -0.13
H -15.495 -19.231 -8.109 0.12
H -10.820 -20.057 -6.796 0.09
C -13.504 -19.968 -8.703 -0.46
H -13.297 -21.436 -7.093 0.08
C -11.677 -17.483 -10.216 -0.02
C -13.675 -21.378 -8.114 -0.03
H -14.497 -17.268 -9.299 0.09
H -11.175 -18.081 -10.978 0.07
H -10.083 -16.556 -8.084 0.09
H -11.035 -20.982 -4.265 0.01
O -11.656 -19.797 -6.409 -0.01
C -14.440 -19.038 -7.916 -0.11
C -10.281 -17.628 -8.068 -0.02
H -13.234 -19.824 -10.866 0.07
H -9.396 -18.098 -8.496 0.08
C -14.012 -20.132 -10.168 -0.01
H -11.087 -20.062 -9.904 0.10
H -11.863 -20.094 -5.169 -0.16
H -10.370 -17.968 -7.036 0.08
H -14.323 -19.102 -6.834 0.12
H -12.499 -16.077 -8.097 0.12
O -11.149 -20.244 -8.964 0.03
```

- E of number 1 (C47H25Cl5N11PbS)?
  -5300.2916 a.u.